[1]
# C7H14N

2 unconnected molecules or ions with the total composition C7H14N (ωB97M-V with the def2-TZVPD basis set, OMol25).

Calculated values
E_HOMO (alpha / beta) (eV): -12.735 / -12.776
Multiplicity: 1
Total energy (eV): -8962.9031
Total charge: +1
Energy above the lowest of the compared OMol25 structures with the same formula, charge and spin (kJ/mol): 595.8

The geometry in XYZ format:
```
22
Properties=species:S:1:pos:R:3:forces:R:3:lowdin_charge:R:1
C -2.17427 -1.57817 0.26234 1.27 0.49 0.07 0.05
C 0.67981 1.98206 0.36830 0.15 2.77 -0.56 -0.01
C -2.20726 -0.29550 0.08295 1.25 -0.19 0.03 -0.02
C 0.30560 0.76723 0.18942 -1.45 -2.23 -0.70 -0.08
C -2.98254 0.88064 -0.21401 -1.93 -1.37 -3.51 -0.08
C 2.65925 0.19895 -0.74014 -0.53 -0.34 -0.54 0.02
C 1.28431 -1.40083 0.70314 0.86 -1.17 0.95 -0.02
N 1.34348 -0.25304 -0.21637 -2.21 -1.68 -1.32 -0.19
H -3.02132 -2.13790 0.54578 -1.56 -0.23 -0.02 0.09
H -1.31715 -2.23601 0.27106 0.19 0.37 -0.09 0.06
H 1.66927 2.43564 0.39152 0.20 -0.61 -0.01 0.07
H -0.03823 2.77878 0.23257 -0.55 -0.01 0.85 0.07
H -2.85472 1.15217 -1.34654 -0.28 -0.54 2.03 0.15
H -2.68447 1.67451 0.33271 1.00 2.66 1.84 0.03
H -4.11466 0.75305 -0.03089 1.64 -0.31 -0.22 0.15
H 3.03968 1.03685 -0.25526 0.32 1.25 1.40 0.07
H 3.43802 -0.52063 -0.76973 0.22 -1.23 0.38 0.10
H 2.53138 0.52208 -1.74062 -0.45 0.25 -1.05 0.10
H 1.57419 -1.04608 1.66392 0.67 0.01 0.79 0.10
H 0.28243 -1.75769 0.85579 -0.43 0.47 -0.29 0.05
H 1.84535 -2.30694 0.39856 0.19 0.96 -0.12 0.13
H 0.74183 -0.64917 -0.98450 1.43 0.69 0.11 0.18
```
Positions in Å, forces in eV/Å.

***

[2]
# C2H3ClFN

2 unconnected molecules or ions with the total composition C2H3ClFN (ωB97M-V with the def2-TZVPD basis set, OMol25).

Calculated values
E_HOMO (alpha / beta) (eV): -8.108 / -7.933
Multiplicity: 1
Total energy (eV): -18848.0404
Total charge: 0
Energy above the lowest of the compared OMol25 structures with the same formula, charge and spin (kJ/mol): 354.4

The geometry in XYZ format:
```
8
Properties=species:S:1:pos:R:3:forces:R:3:lowdin_charge:R:1
C -1.38016 -0.09506 -0.24004 4.06 -2.50 0.89 -0.82
C 0.53156 0.94284 0.87131 -3.41 1.11 -0.61 -0.01
N -1.24032 -1.24336 -0.62427 1.14 0.46 0.60 0.06
F 0.00626 2.22713 0.84267 -0.01 -0.09 0.31 -0.17
Cl -2.55333 1.00931 -0.32923 -2.16 2.20 -0.13 0.73
H 1.21646 0.98926 0.02158 0.50 -1.21 0.87 0.06
H 0.56857 0.68809 1.97487 0.65 -0.48 -1.83 0.09
H -1.60435 -2.03018 -1.13009 -0.77 0.51 -0.09 0.07
```
Positions in Å, forces in eV/Å.

***

[3]
# C25H38FN4O5PS5SbW

A molecular structure, C25H38FN4O5PS5SbW (ωB97M-V with the def2-TZVPD basis set, OMol25).

Calculated values
E_HOMO (alpha / beta) (eV): -6.769 / -7.276
Multiplicity: 2
Total energy (eV): -117288.6597
Total charge: 0
Energy above the lowest of the compared OMol25 structures with the same formula, charge and spin (kJ/mol): 181.8

The geometry in XYZ format:
```
81
Properties=species:S:1:pos:R:3:forces:R:3:mulliken_spin:R:1
W -0.32410 0.66303 -0.64764 -0.29 -0.13 0.09 0.80
O -2.56953 0.28724 4.42576 0.00 0.00 0.01 0.00
C -3.18358 -0.67522 3.68883 -0.01 -0.02 -0.01 0.00
C -4.32230 -1.30967 4.17931 0.00 0.01 0.02 0.00
C -4.95874 -2.29336 3.44609 0.01 -0.01 -0.02 0.00
C -4.46371 -2.66360 2.20297 -0.02 0.00 0.02 0.00
C -3.33553 -2.03315 1.71546 0.02 0.01 0.00 0.01
C -2.67501 -1.03534 2.43417 0.00 0.01 0.02 0.01
C -1.47633 -0.43550 1.80571 0.05 0.01 -0.02 0.02
O -1.07053 -0.92586 0.68599 -0.01 0.04 -0.03 0.00
N -0.85145 0.55599 2.38054 -0.07 -0.02 0.06 0.00
N 0.32456 0.85566 1.64989 -0.04 0.04 -0.17 0.03
C 1.24285 1.17849 2.48867 -0.04 -0.03 -0.01 0.02
S 2.90085 1.60853 2.10485 0.00 0.01 -0.01 0.00
C 3.15636 2.51332 3.65218 0.02 0.00 0.01 0.00
C 2.51698 1.67557 4.73842 -0.01 -0.02 -0.01 0.00
S 0.84373 1.21655 4.20072 -0.01 0.01 -0.02 0.00
H -3.05342 0.38880 5.25262 0.00 0.00 -0.01 0.00
H -4.70738 -1.01930 5.15141 0.00 0.00 0.00 0.00
H -5.84300 -2.76982 3.84939 0.00 0.00 0.00 0.00
H -4.95485 -3.43005 1.61953 0.00 0.00 0.00 0.00
H -2.92999 -2.29870 0.74938 -0.01 0.00 0.00 0.00
H 2.70192 3.50136 3.58663 0.00 0.01 0.00 0.00
H 4.23283 2.61689 3.78700 -0.01 0.01 -0.01 0.00
H 2.41822 2.23530 5.66833 0.00 0.01 -0.01 0.00
H 3.10313 0.77600 4.92611 -0.01 -0.01 0.00 0.00
N -0.89513 2.80024 0.17721 0.10 0.04 0.02 0.01
C 0.26001 3.64101 0.52362 -0.01 -0.06 -0.02 0.00
C 1.36336 3.36274 -0.48090 -0.01 0.02 0.02 0.01
N 1.50105 1.91056 -0.74992 -0.02 0.13 -0.04 0.03
H -1.46666 3.20869 -0.55549 -0.01 0.01 0.02 0.00
H -1.49869 2.63153 0.97837 0.00 0.03 0.00 0.00
H 0.57461 3.38781 1.53242 -0.01 0.02 0.00 0.00
H 0.01304 4.70394 0.51172 0.00 0.03 -0.01 0.00
H 2.31270 3.77499 -0.13447 0.00 -0.01 -0.01 0.00
H 1.11053 3.83876 -1.42346 0.00 0.04 -0.02 0.00
H 2.18151 1.49233 -0.12217 0.02 -0.05 0.01 -0.01
H 1.88386 1.79912 -1.69329 -0.02 -0.05 0.02 0.00
S -2.84291 -0.58400 -4.37184 -0.02 -0.04 0.09 0.00
Sb -2.61960 -1.25300 -2.24650 0.01 0.15 0.00 0.02
S 0.00318 -1.17481 -1.89640 0.09 -0.07 0.01 0.06
S -2.69179 0.85937 -0.91207 0.10 -0.06 -0.03 0.02
C 6.31046 -2.25209 2.20130 -0.02 0.00 0.00 0.00
C 5.03032 -1.47021 2.01830 0.01 0.00 -0.03 0.00
O 4.19386 -2.18312 1.10650 0.01 -0.01 0.04 0.00
P 2.60537 -1.78677 1.06833 -0.04 -0.01 -0.02 0.00
O 2.17412 -3.06496 0.18997 0.00 0.01 0.00 0.00
C 0.88602 -3.67231 0.43034 0.01 -0.02 0.03 0.01
C 1.07911 -5.03163 1.06158 0.00 0.00 -0.02 0.00
O 2.63157 -0.58252 -0.05727 0.18 -0.05 -0.01 0.03
C 3.31458 -0.76402 -1.32270 -0.03 0.00 -0.03 -0.01
C 4.58504 0.05591 -1.36681 -0.01 0.02 0.00 0.00
H 6.97822 -1.72944 2.88772 0.00 0.00 0.00 0.00
H 6.82086 -2.37560 1.24628 0.00 0.00 0.00 0.00
H 6.09688 -3.24098 2.60601 0.00 0.00 0.00 0.00
H 5.24038 -0.47161 1.61987 -0.01 -0.01 0.01 0.00
H 4.51100 -1.33893 2.97418 -0.01 -0.01 0.00 0.00
H 0.39010 -3.74009 -0.53643 0.01 0.00 0.00 -0.01
H 0.27837 -3.01832 1.05942 0.00 0.02 -0.02 0.00
H 1.70879 -5.65991 0.43138 0.00 0.00 0.00 0.00
H 0.11292 -5.52333 1.18695 0.00 0.00 0.01 0.00
H 1.55158 -4.94281 2.04094 0.00 0.00 0.00 0.00
H 2.61444 -0.45557 -2.10377 0.02 0.00 0.02 0.00
H 3.52024 -1.82301 -1.47404 0.00 0.00 0.00 0.00
H 4.38593 1.10782 -1.14361 0.00 -0.01 0.00 0.00
H 5.01748 0.00741 -2.36754 0.00 -0.01 0.00 0.00
H 5.31923 -0.31657 -0.65259 0.00 0.00 -0.01 0.00
F 3.91049 0.80721 -6.19717 0.00 0.00 -0.01 0.00
C 2.86869 1.06342 -5.37354 -0.01 0.01 0.02 0.00
C 1.80107 0.18429 -5.34149 0.01 0.01 -0.01 0.00
C 0.74669 0.43935 -4.48450 0.00 0.02 0.00 0.01
C 0.73263 1.55827 -3.63492 0.02 -0.02 0.01 0.00
C -0.39872 1.74535 -2.66194 0.03 0.03 -0.05 -0.05
C 1.80299 2.44852 -3.76227 0.01 0.00 0.01 -0.01
C 2.88108 2.20832 -4.61389 0.00 0.00 -0.01 0.00
H 1.79850 -0.68009 -5.99221 0.00 0.00 0.00 0.00
H -0.10641 -0.22410 -4.48169 0.00 0.00 -0.01 0.00
H -1.30782 1.38128 -3.13837 -0.01 -0.01 0.02 0.00
H -0.56172 2.81906 -2.49327 0.00 -0.03 0.03 0.01
H 1.79681 3.39220 -3.23023 -0.02 0.03 0.05 0.00
H 3.70026 2.90933 -4.70199 0.00 0.00 0.00 0.00
```
Positions in Å, forces in eV/Å.

***

[4]
# C43H37N6O3S4Sn

A molecular structure, C43H37N6O3S4Sn (ωB97M-V with the def2-TZVPD basis set, OMol25).

Calculated values
E_HOMO (eV): -10.155
Multiplicity: 1
Total energy (eV): -109442.7355
Total charge: +1
Energy above the lowest of the compared OMol25 structures with the same formula, charge and spin (kJ/mol): 70.9

The geometry in XYZ format:
```
94
Properties=species:S:1:pos:R:3:forces:R:3:lowdin_charge:R:1
Sn 0.12595 0.53623 -0.04755 -0.09 0.24 -0.36 1.36
S 3.24287 2.89734 2.52710 0.06 0.04 0.07 1.06
C 1.86575 2.69729 3.51138 -0.04 -0.04 -0.02 -0.40
C 0.88688 1.99032 2.87768 0.08 0.04 -0.04 -0.22
C 1.23418 1.58309 1.55431 -0.02 -0.09 0.21 -0.35
C 2.49886 2.01249 1.25196 0.11 0.01 -0.19 -0.54
C 3.18163 1.72403 -0.01212 -0.08 0.00 0.17 -0.30
C 4.45878 2.17526 -0.33948 0.02 -0.02 0.01 -0.01
C 5.01807 1.78248 -1.53900 0.03 -0.01 -0.04 -0.04
C 4.30578 0.94168 -2.38678 0.00 -0.01 0.02 -0.05
C 3.04396 0.54440 -1.99161 0.00 -0.02 -0.01 -0.17
N 2.48944 0.93998 -0.84693 -0.07 -0.01 -0.03 -0.02
H 1.84972 3.10633 4.50857 0.00 0.02 0.02 0.07
H -0.05501 1.77518 3.36013 -0.04 0.00 0.02 0.07
H 5.00228 2.81411 0.34324 0.00 0.01 0.00 0.10
H 6.01026 2.11926 -1.80865 0.01 0.00 -0.01 0.12
H 4.71904 0.59636 -3.32304 0.01 0.00 -0.01 0.11
H 2.44599 -0.12390 -2.60172 -0.01 0.02 -0.02 0.12
S -3.92500 7.43068 -1.74750 0.03 -0.09 0.01 1.04
N -2.65363 6.77679 -2.49643 -0.01 -0.03 0.08 -0.21
C -2.31089 5.70621 -1.79542 0.15 0.02 -0.18 -0.30
C -1.21220 4.80756 -2.11055 -0.09 0.14 -0.04 -0.08
C -0.38455 5.00105 -3.21444 0.03 -0.03 0.00 0.02
C 0.62069 4.09258 -3.44599 -0.04 0.01 0.02 -0.02
C 0.76364 3.02108 -2.56843 0.04 -0.04 -0.06 -0.11
N -0.00476 2.82676 -1.50715 0.09 -0.02 0.05 0.06
C -0.98680 3.71170 -1.27322 -0.11 -0.07 0.17 -0.13
C -1.83766 3.48906 -0.08688 0.17 0.02 -0.14 -0.13
N -1.55224 2.43069 0.67767 -0.13 -0.20 0.02 0.05
C -2.29454 2.20886 1.75060 -0.03 0.00 0.05 -0.14
C -3.35347 3.02625 2.13537 0.03 0.01 -0.05 -0.01
C -3.65793 4.11590 1.35273 -0.02 -0.03 0.04 0.03
C -2.89126 4.35634 0.21493 -0.05 0.16 -0.03 -0.08
C -3.13021 5.48466 -0.66853 -0.14 -0.06 0.18 -0.30
N -4.08870 6.38798 -0.52577 0.09 0.00 -0.04 -0.21
H -0.55145 5.85190 -3.86090 0.00 0.01 -0.01 0.13
H 1.29058 4.19189 -4.28770 0.01 0.00 -0.01 0.11
H 1.53792 2.28738 -2.74353 -0.01 0.02 0.01 0.09
H -2.05495 1.32530 2.32561 0.01 -0.05 0.01 0.09
H -3.92184 2.79142 3.02347 -0.01 0.00 0.02 0.11
H -4.47112 4.78653 1.59684 -0.01 0.00 -0.01 0.13
O -0.45924 -2.86492 -1.28344 0.08 -0.06 0.17 -0.12
C 0.54559 -3.44565 -2.07802 0.09 0.02 -0.07 -0.19
C 1.95867 -3.12939 -1.61602 -0.14 -0.06 0.03 -0.25
C 3.04844 -3.82496 -2.13934 -0.05 0.02 -0.02 -0.02
C 4.30191 -3.58992 -1.61222 0.02 0.01 0.02 -0.06
C 4.43289 -2.68569 -0.56302 0.01 -0.02 -0.04 -0.06
C 3.29998 -2.03224 -0.12305 -0.02 0.06 -0.08 -0.14
N 2.08896 -2.22655 -0.65352 0.00 -0.12 0.09 0.09
H -0.05795 -2.50237 -0.46903 0.02 0.07 -0.10 0.00
H 0.39551 -3.11379 -3.11080 0.10 0.02 -0.01 0.13
H 0.44748 -4.53865 -2.08521 -0.05 0.03 0.01 0.12
H 2.90125 -4.55054 -2.92875 0.00 -0.01 -0.02 0.12
H 5.16502 -4.11840 -1.99492 0.01 -0.01 0.00 0.11
H 5.39040 -2.49559 -0.09920 0.01 0.00 0.00 0.11
H 3.35698 -1.30653 0.68117 -0.02 0.00 0.03 0.11
O -2.57061 -0.41626 0.67380 -0.22 0.04 0.10 -0.64
S -3.70205 -0.83189 -0.21928 0.29 0.11 -0.16 0.98
C -3.70165 -2.63828 -0.26101 0.04 -0.10 -0.05 -0.31
C -3.94992 -3.37282 1.04989 -0.11 -0.04 -0.02 -0.21
C -2.88407 -3.15861 2.12609 0.08 0.03 0.00 -0.23
C -1.62233 -3.97801 1.87290 -0.08 -0.08 -0.04 -0.31
S -0.08872 -3.15055 2.33025 0.25 0.07 -0.16 1.01
O -0.03475 -1.92943 1.45500 0.00 0.04 0.18 -0.64
C -0.54096 -2.57396 3.95536 -0.05 0.06 0.02 -0.39
C -0.70636 -1.21352 4.14371 -0.03 0.00 0.09 -0.07
C -1.03768 -0.74398 5.40849 0.00 0.00 -0.04 -0.06
C -1.20117 -1.63237 6.46001 0.01 -0.02 0.00 -0.07
C -1.01778 -2.99579 6.25842 -0.01 0.01 0.02 -0.07
C -0.67689 -3.47383 5.00398 0.00 0.03 -0.01 -0.08
C -5.21044 -0.55334 0.68554 -0.04 0.01 0.13 -0.40
C -6.40951 -0.52734 -0.01064 -0.03 -0.02 0.04 -0.08
C -7.59139 -0.31197 0.68396 0.01 0.00 -0.03 -0.07
C -7.56237 -0.10658 2.05613 0.01 0.00 0.01 -0.07
C -6.35350 -0.11730 2.74023 -0.02 0.01 0.00 -0.07
C -5.16838 -0.34079 2.05568 -0.02 0.03 -0.03 -0.08
H -2.72485 -2.85933 -0.70496 -0.02 -0.02 0.05 0.07
H -4.46212 -2.89505 -1.00307 -0.02 -0.01 0.00 0.10
H -4.02852 -4.43856 0.81219 -0.02 -0.01 0.02 0.12
H -4.92636 -3.08179 1.44325 0.01 0.01 0.00 0.11
H -3.29273 -3.42521 3.10192 0.00 0.00 0.00 0.12
H -2.61696 -2.10258 2.16046 -0.02 0.00 0.00 0.07
H -1.45364 -4.17159 0.80927 -0.05 0.01 -0.01 0.08
H -1.62557 -4.94351 2.38321 -0.02 0.00 0.02 0.10
H -0.56290 -0.54430 3.30570 0.01 -0.02 -0.03 0.08
H -1.15817 0.31906 5.57376 -0.01 0.01 0.01 0.10
H -1.45987 -1.26433 7.44351 0.00 0.00 0.02 0.11
H -1.12940 -3.68496 7.08425 -0.01 -0.01 0.01 0.11
H -0.51431 -4.53370 4.85058 0.00 -0.02 -0.02 0.12
H -6.42113 -0.66705 -1.08471 0.00 0.00 -0.03 0.11
H -8.53214 -0.29272 0.15077 -0.01 0.00 0.00 0.11
H -8.48417 0.07015 2.59344 -0.01 0.00 0.01 0.11
H -6.33585 0.04633 3.80976 0.00 0.00 0.01 0.11
H -4.21475 -0.34470 2.56823 0.03 -0.02 -0.01 0.10
```
Positions in Å, forces in eV/Å.

***

[5]
# C11H12NO2S

A gas-phase ion, C11H12NO2S (charge +1) (ωB97M-V with the def2-TZVPD basis set, OMol25).

Calculated values
E_HOMO (alpha / beta) (eV): -13.516 / -13.517
Multiplicity: 1
Total energy (eV): -28012.8977
Total charge: +1
Energy above the lowest of the compared OMol25 structures with the same formula, charge and spin (kJ/mol): 0.0

The geometry in XYZ format:
```
27
Properties=species:S:1:pos:R:3:forces:R:3:lowdin_charge:R:1
C -1.40577 -3.47532 0.11443 0.33 1.55 -0.83 -0.03
C -1.22349 -3.35613 -1.30824 -0.60 -1.52 -0.26 0.03
C -1.44261 -2.43648 0.95783 -0.28 1.75 -3.74 0.06
C -1.04806 -2.16206 -1.90423 0.93 1.36 -2.08 -0.11
C -1.36471 -1.01145 0.34564 0.35 -1.23 0.27 -0.27
C -0.94414 -1.01878 -1.10202 0.06 1.54 -0.09 -0.45
C 0.31764 1.89723 -0.93923 -0.91 -3.11 0.28 -0.61
C 1.79412 2.47787 0.78933 -0.84 0.21 0.29 -0.46
C 2.17319 3.61937 -0.00146 -0.71 1.79 -2.92 0.02
C -0.59622 -0.06124 1.26210 0.10 0.47 1.59 -0.12
C 0.84851 0.15290 0.75499 0.70 0.26 0.30 -0.09
N 1.00981 1.50170 0.13105 -0.56 -1.77 -0.82 0.00
O 0.13171 2.92489 -1.43134 -0.92 1.99 -1.37 0.12
O 2.04474 2.30579 1.93244 0.78 -0.29 1.57 0.16
S -0.49265 0.41944 -1.99123 -0.09 -0.56 0.80 1.13
H -1.52035 -4.41420 0.48727 -0.22 -2.62 1.01 0.09
H -1.26275 -4.28480 -1.94341 0.17 1.03 0.84 0.16
H -1.63019 -2.59282 1.96157 -0.24 0.06 1.99 0.11
H -0.79024 -1.99788 -3.01235 -0.61 -0.71 1.78 0.15
H 3.14782 3.89110 0.23687 2.17 -0.08 0.18 0.09
H 1.97356 3.51390 -1.12302 1.07 0.23 1.91 0.12
H 1.71034 4.57845 0.25760 -0.77 -0.49 0.27 0.13
H -0.66691 -0.49410 2.34929 0.44 0.93 -2.04 0.16
H -1.08705 0.93932 1.29854 0.27 -0.75 0.08 0.14
H -2.36370 -0.54334 0.23253 -0.19 -0.68 0.18 0.19
H 1.13592 -0.72562 0.04675 0.05 1.81 1.25 0.16
H 1.55149 0.35226 1.59831 -0.47 -1.20 -0.44 0.13
```
Positions in Å, forces in eV/Å.

***

Look up the total energy of the second one.
-18848.0404 eV